{
  "formula": "C48H37N2O4SSbTcTe",
  "method": "wB97M-V/def2-TZVPD",
  "s2": 3.797,
  "e_lumo_ev": [-1.2, -2.0],
  "e_homo_ev": [-7.7462, -7.7806],
  "total_charge": 0,
  "e_tot_ev": -88411.105,
  "fmax_ev_per_a": 0.92,
  "relative_energy_ev": 0.5876,
  "molar_mass_da": 1085.26,
  "multiplicity": 4,
  "symbols": ["Tc", "C", "O", "C", "C", "C", "C", "C", "C", "N", "N", "C", "C", "O", "C", "C", "C", "C", "C", "C", "C", "C", "H", "H", "H", "H", "H", "H", "H", "H", "H", "H", "H", "H", "H", "O", "C", "O", "C", "C", "C", "C", "C", "C", "S", "H", "H", "H", "H", "Te", "C", "C", "C", "C", "C", "C", "H", "H", "H", "H", "H", "C", "C", "C", "C", "C", "C", "Sb", "C", "C", "C", "C", "C", "C", "C", "C", "C", "C", "C", "C", "H", "H", "H", "H", "H", "H", "H", "H", "H", "H", "H", "H", "H", "H", "H"],
  "coordinates": [[-0.604, 1.379, 1.737], [-0.177, 4.589, 1.453], [-1.070, 3.461, 1.355], [-2.306, 3.639, 0.753], [-2.739, 4.861, 0.279], [-4.002, 4.951, -0.289], [-4.817, 3.833, -0.378], [-4.371, 2.610, 0.095], [-3.110, 2.507, 0.659], [-2.553, 1.273, 1.120], [-3.187, 0.234, 0.757], [-2.762, -1.016, 1.004], [-1.578, -1.375, 1.701], [-0.652, -0.551, 2.065], [-1.337, -2.751, 2.002], [-2.146, -3.716, 1.516], [-3.267, -3.416, 0.678], [-4.023, -4.444, 0.089], [-5.056, -4.147, -0.764], [-5.353, -2.807, -1.046], [-4.633, -1.788, -0.469], [-3.578, -2.072, 0.414], [-0.660, 5.368, 2.041], [0.073, 4.933, 0.451], [0.705, 4.219, 1.966], [-2.104, 5.732, 0.327], [-4.342, 5.904, -0.670], [-5.802, 3.911, -0.818], [-4.985, 1.725, 0.030], [-0.459, -2.977, 2.592], [-1.932, -4.757, 1.732], [-3.767, -5.473, 0.310], [-5.629, -4.940, -1.225], [-6.152, -2.570, -1.737], [-4.860, -0.758, -0.704], [-0.217, 3.241, -1.523], [0.345, 2.364, -0.899], [-0.279, 1.357, -0.321], [1.837, 2.289, -0.799], [2.579, 2.622, -1.928], [3.950, 2.435, -1.954], [4.589, 1.910, -0.837], [3.868, 1.620, 0.308], [2.487, 1.822, 0.346], [1.728, 1.596, 1.929], [2.047, 2.999, -2.792], [4.517, 2.689, -2.840], [5.658, 1.737, -0.852], [4.366, 1.235, 1.189], [-1.092, 1.849, 4.327], [0.790, 2.476, 5.048], [1.797, 1.549, 5.291], [3.039, 1.972, 5.743], [3.280, 3.320, 5.963], [2.271, 4.246, 5.739], [1.029, 3.827, 5.283], [1.613, 0.495, 5.125], [3.821, 1.245, 5.919], [4.251, 3.649, 6.310], [2.450, 5.299, 5.920], [0.244, 4.552, 5.110], [-0.827, -6.199, -2.640], [0.197, -5.996, -1.727], [0.557, -4.706, -1.355], [-0.093, -3.599, -1.897], [-1.125, -3.820, -2.810], [-1.488, -5.106, -3.185], [0.207, -1.604, -1.130], [2.214, -1.977, -0.491], [2.525, -1.767, 0.850], [3.802, -2.029, 1.334], [4.783, -2.506, 0.480], [4.482, -2.734, -0.858], [3.206, -2.477, -1.337], [0.535, -0.600, -2.988], [1.774, -0.240, -3.508], [1.861, 0.490, -4.687], [0.710, 0.887, -5.352], [-0.532, 0.560, -4.828], [-0.616, -0.172, -3.652], [-1.109, -7.204, -2.927], [0.721, -6.845, -1.304], [1.359, -4.565, -0.639], [-1.653, -2.977, -3.247], [-2.291, -5.255, -3.896], [1.772, -1.374, 1.524], [4.027, -1.852, 2.379], [5.778, -2.710, 0.854], [5.243, -3.118, -1.527], [2.978, -2.692, -2.374], [2.686, -0.499, -2.985], [2.834, 0.757, -5.081], [0.781, 1.465, -6.264], [-1.436, 0.891, -5.323], [-1.596, -0.393, -3.239]],
  "lowdin_spin": [2.33, 0.01, 0.01, 0.00, 0.00, -0.01, 0.00, 0.00, 0.00, -0.02, 0.02, 0.03, 0.03, 0.11, 0.00, 0.01, 0.01, 0.00, 0.01, 0.00, 0.00, 0.00, 0.00, 0.00, 0.00, 0.00, 0.00, 0.00, 0.00, 0.00, 0.00, 0.00, 0.00, 0.00, 0.00, 0.01, 0.01, 0.09, 0.01, 0.00, 0.02, 0.00, 0.01, 0.02, 0.17, 0.00, 0.00, 0.00, 0.00, 0.08, 0.02, 0.00, 0.00, 0.00, 0.00, 0.00, 0.00, 0.00, 0.00, 0.00, 0.00, 0.00, 0.00, 0.00, 0.00, 0.00, 0.00, 0.00, 0.00, 0.00, 0.00, 0.00, 0.00, 0.00, 0.00, 0.00, 0.00, 0.00, 0.00, 0.00, 0.00, 0.00, 0.00, 0.00, 0.00, 0.00, 0.00, 0.00, 0.00, 0.00, 0.00, 0.00, 0.00, 0.00, 0.00]
}